Below is a molecular structure, C44H48GeN5OSSe2TeTi at a distorted geometry, with properties calculated with ωB97M-V/def2-TZVPD.

## Properties
2S+1 = 4
HOMO energy (alpha / beta) = 0.10 / -1.35 eV
expectation value of S² = 3.79
max |F| = 1.4 eV Å⁻¹
energy relative to the best compared isomer or geometry (same formula, charge and spin) = 0.00 kJ/mol
net charge = -2
DFT total energy = -10449.7384 Eh

Element x y z (Å)
Ti 1.068 -0.066 0.416
C 3.671 -3.848 0.417
Se 1.937 -2.654 0.822
C 0.872 -3.595 -0.525
C 0.961 -2.935 -1.902
Se -0.206 -1.418 -1.840
C 0.204 -0.316 -3.376
H 3.623 -4.802 0.975
H 4.491 -3.251 0.805
H 3.728 -4.011 -0.651
H -0.160 -3.589 -0.138
H 1.207 -4.619 -0.554
H 0.658 -3.622 -2.678
H 1.994 -2.650 -2.093
H 0.059 -0.826 -4.328
H 1.207 0.125 -3.339
H -0.536 0.481 -3.220
N 5.037 -0.885 -0.176
N 4.725 -1.375 -1.494
H 5.547 -1.561 0.368
H 4.177 -0.667 0.312
H 4.699 -2.355 -1.611
H 5.436 -1.058 -2.109
C -0.175 -1.079 1.471
Ge -1.645 -2.174 2.019
C -2.363 -1.522 3.746
C -2.925 -0.254 3.777
C -3.689 0.149 4.864
C -3.891 -0.693 5.950
C -3.306 -1.936 5.932
C -2.554 -2.354 4.842
C -0.996 -4.029 2.477
C 0.053 -4.213 3.374
C 0.607 -5.479 3.595
C 0.110 -6.579 2.913
C -0.987 -6.441 2.063
C -1.515 -5.165 1.853
C -3.287 -2.611 0.976
C -4.428 -2.928 1.704
C -5.624 -3.142 1.055
C -5.710 -3.111 -0.327
C -4.563 -2.796 -1.034
C -3.366 -2.570 -0.402
H 0.392 -0.887 2.415
H -2.835 0.360 2.888
H -4.133 1.145 4.892
H -4.499 -0.372 6.785
H -3.412 -2.620 6.754
H -2.131 -3.355 4.874
H 0.430 -3.332 3.868
H 1.427 -5.590 4.283
H 0.527 -7.555 3.117
H -1.456 -7.295 1.585
H -2.377 -5.057 1.188
H -4.431 -2.923 2.783
H -6.537 -3.370 1.630
H -6.645 -3.356 -0.830
H -4.594 -2.705 -2.114
H -2.535 -2.294 -1.026
Te -2.238 1.020 -0.257
C -3.467 2.590 -1.002
C -3.331 3.189 -2.257
C -4.243 4.146 -2.695
C -5.302 4.549 -1.909
C -5.471 3.954 -0.667
C -4.542 3.015 -0.236
H -2.495 2.944 -2.879
H -4.099 4.612 -3.660
H -6.048 5.274 -2.251
H -6.281 4.215 -0.013
H -4.681 2.559 0.748
O 2.712 0.620 1.463
N 2.796 1.945 1.772
C 3.906 2.668 1.360
C 4.071 3.956 1.792
C 3.114 4.539 2.657
C 2.017 3.757 3.078
C 1.864 2.469 2.638
H 4.545 2.123 0.673
H 4.918 4.501 1.418
H 3.181 5.567 2.980
H 1.236 4.162 3.711
H 1.055 1.806 2.882
S 3.703 5.247 -2.879
C 2.797 3.972 -2.076
C 1.559 4.115 -1.378
C 0.969 2.991 -0.841
N 1.437 1.722 -0.916
C 2.571 1.609 -1.703
C 3.213 2.645 -2.281
C 3.394 4.885 -4.592
C 4.425 4.694 -5.523
C 4.079 4.233 -6.782
N 2.831 3.958 -7.182
C 1.870 4.112 -6.274
C 2.086 4.591 -4.993
H 1.077 5.082 -1.275
H 0.049 3.069 -0.247
H 2.935 0.615 -1.829
H 4.059 2.425 -2.896
H 5.465 4.849 -5.290
H 4.837 4.103 -7.540
H 0.851 3.831 -6.567
H 1.245 4.702 -4.304